{"formula": "H2N2O3S", "method": "ωB97M-V with the def2-TZVPD basis set", "species": ["N", "N", "O", "O", "O", "S", "H", "H"], "positions_angstrom": [[-0.147, -2.500, -0.130], [-0.836, 0.032, 0.044], [0.759, 2.282, -0.306], [1.994, 0.325, 0.436], [-0.010, -1.488, -0.560], [0.926, 1.216, 0.717], [-1.107, 0.251, -0.929], [-1.578, -0.117, 0.728]], "energy_ev": -19984.732, "relative_energy_kcal_mol": 72.8, "spin_multiplicity": 1, "gap_ev": [8.70, 8.02]}

=====

{"formula": "C25H33N5O3", "method": "ωB97M-V with the def2-TZVPD basis set", "species": ["C", "C", "C", "C", "N", "C", "C", "O", "N", "C", "C", "C", "C", "C", "N", "C", "C", "C", "N", "C", "O", "C", "N", "C", "C", "C", "C", "C", "C", "C", "O", "C", "C", "H", "H", "H", "H", "H", "H", "H", "H", "H", "H", "H", "H", "H", "H", "H", "H", "H", "H", "H", "H", "H", "H", "H", "H", "H", "H", "H", "H", "H", "H", "H", "H", "H"], "positions_angstrom": [[-1.930, -7.614, -0.450], [-3.212, -8.388, -0.737], [-3.735, -9.164, 0.477], [-4.652, -8.346, 1.385], [-3.964, -7.202, 1.961], [-4.793, -6.387, 2.830], [-4.177, -5.001, 3.038], [-4.363, -4.348, 4.038], [-3.448, -4.625, 1.955], [-2.733, -3.456, 1.722], [-2.700, -2.400, 2.632], [-1.975, -1.264, 2.341], [-1.273, -1.157, 1.140], [-0.514, 0.029, 0.820], [0.169, 0.218, -0.267], [0.713, 1.469, -0.144], [1.530, 2.198, -0.996], [1.913, 3.462, -0.573], [2.733, 4.286, -1.347], [3.265, 4.072, -2.575], [3.140, 3.075, -3.249], [4.110, 5.264, -3.036], [3.694, 6.495, -2.385], [4.673, 7.568, -2.409], [4.992, 8.124, -3.802], [5.851, 9.387, -3.758], [7.260, 9.133, -3.237], [1.491, 3.976, 0.665], [0.679, 3.258, 1.520], [0.297, 1.999, 1.097], [-0.484, 1.070, 1.700], [-1.307, -2.216, 0.230], [-2.029, -3.351, 0.519], [-1.127, -8.298, -0.182], [-2.074, -6.918, 0.371], [-1.620, -7.057, -1.332], [-3.986, -7.701, -1.083], [-3.014, -9.093, -1.547], [-2.891, -9.543, 1.057], [-4.311, -10.025, 0.132], [-5.490, -7.957, 0.798], [-5.069, -9.010, 2.162], [-3.151, -7.528, 2.478], [-5.760, -6.231, 2.337], [-4.994, -6.831, 3.815], [-3.399, -5.341, 1.234], [-3.242, -2.483, 3.559], [-1.949, -0.446, 3.044], [1.851, 1.800, -1.943], [2.945, 5.207, -0.971], [5.144, 5.051, -2.742], [4.076, 5.291, -4.134], [2.826, 6.820, -2.802], [4.278, 8.374, -1.782], [5.582, 7.186, -1.938], [5.504, 7.361, -4.392], [4.048, 8.358, -4.305], [5.917, 9.796, -4.769], [5.360, 10.135, -3.131], [7.243, 8.822, -2.196], [7.749, 8.357, -3.822], [7.856, 10.040, -3.308], [1.815, 4.966, 0.952], [0.359, 3.657, 2.468], [-0.759, -2.120, -0.693], [-2.056, -4.170, -0.185]], "energy_ev": -40055.292, "relative_energy_kcal_mol": 7.2, "spin_multiplicity": 1, "gap_ev": 8.12, "smiles": "CCCCNCC(=O)Nc1ccc(-c2nc3cc(NC(=O)CNCCCC)ccc3o2)cc1"}

=====

{"formula": "C10H12BrFN", "method": "ωB97M-V with the def2-TZVPD basis set", "species": ["C", "C", "C", "C", "C", "C", "C", "C", "C", "C", "N", "F", "Br", "H", "H", "H", "H", "H", "H", "H", "H", "H", "H", "H", "H"], "positions_angstrom": [[-1.905, 2.839, 1.354], [-2.072, 1.559, 1.738], [-0.924, 3.101, 0.368], [-1.347, 0.518, 1.298], [-0.174, 2.093, -0.213], [-0.420, 0.781, 0.305], [1.835, -1.590, -1.605], [1.436, -0.168, -1.270], [-0.177, -1.446, -0.472], [0.575, -2.267, -1.419], [0.348, -0.278, -0.366], [1.005, -2.769, 2.575], [-0.629, -1.979, -3.074], [-2.444, 3.531, 1.939], [-2.657, 1.334, 2.526], [-0.567, 4.131, -0.009], [-1.503, -0.496, 1.625], [0.598, 2.341, -0.932], [2.265, -1.725, -2.671], [2.649, -2.081, -0.935], [2.275, 0.412, -0.703], [1.052, 0.356, -2.096], [-1.093, -1.664, -0.052], [1.288, -3.178, 3.425], [0.585, -3.355, -1.335]], "energy_ev": -84806.903, "relative_energy_kcal_mol": 0.0, "spin_multiplicity": 1, "gap_ev": 8.38, "charge": 1}

=====

Please write out number 1 again, unchanged.
{"formula": "H2N2O3S", "method": "ωB97M-V with the def2-TZVPD basis set", "species": ["N", "N", "O", "O", "O", "S", "H", "H"], "positions_angstrom": [[-0.147, -2.500, -0.130], [-0.836, 0.032, 0.044], [0.759, 2.282, -0.306], [1.994, 0.325, 0.436], [-0.010, -1.488, -0.560], [0.926, 1.216, 0.717], [-1.107, 0.251, -0.929], [-1.578, -0.117, 0.728]], "energy_ev": -19984.732, "relative_energy_kcal_mol": 72.8, "spin_multiplicity": 1, "gap_ev": [8.70, 8.02]}